C21H54AlFN6O11P2 | ωB97M-V/def2-TZVPD

Results
- Energy relative to the best compared isomer or geometry (same formula, charge and spin): 158.7 kcal per mole
- E_HOMO: -12.0045 eV
- Charge: +2
- Electronic energy: -3012.871442 Eh
- 2S+1: 1

Each line ends with the Mulliken charge.
Atoms and positions in Å:
Al 16.004 -4.535 1.530  0.995
F 17.848 -0.715 0.113  -0.515
O 13.807 -4.985 -3.889  -0.828
P 12.935 -4.811 -5.099  0.568
N 11.317 -5.464 -4.906  0.121
C 10.430 -4.871 -3.889  -0.987
C 11.244 -6.981 -4.950  -1.019
N 13.485 -5.350 -6.634  0.227
C 12.629 -5.617 -7.864  -1.058
C 14.862 -5.867 -6.811  -1.023
N 12.715 -3.161 -5.465  0.328
C 13.472 -2.034 -4.901  -0.867
C 11.927 -2.809 -6.662  -1.056
H 10.978 -4.873 -2.946  0.365
H 9.543 -5.502 -3.834  0.381
H 10.123 -3.854 -4.131  0.242
H 11.954 -7.418 -5.653  0.314
H 10.221 -7.356 -4.951  0.352
H 11.482 -7.384 -3.966  0.431
H 11.610 -5.741 -7.497  0.407
H 12.747 -4.761 -8.527  0.277
H 13.035 -6.533 -8.293  0.417
H 15.409 -5.243 -7.518  0.336
H 15.410 -5.887 -5.869  0.360
H 14.788 -6.899 -7.154  0.366
H 13.926 -2.162 -3.918  0.257
H 14.253 -1.899 -5.649  0.376
H 12.835 -1.149 -4.917  0.305
H 12.581 -2.751 -7.531  0.338
H 11.434 -1.839 -6.599  0.387
H 11.105 -3.494 -6.875  0.346
O 17.863 -0.977 5.944  -0.767
P 18.537 -0.068 6.875  0.465
N 17.547 0.704 8.065  0.261
C 17.918 1.940 8.729  -0.932
C 16.250 0.095 8.386  -0.928
N 19.290 1.217 6.020  0.297
C 18.634 1.796 4.862  -0.961
C 20.598 1.870 6.240  -1.037
N 19.792 -0.852 7.771  0.216
C 20.569 -0.264 8.818  -0.787
C 20.443 -2.094 7.183  -0.963
H 18.739 2.416 8.192  0.295
H 18.377 1.674 9.681  0.382
H 17.052 2.587 8.870  0.330
H 15.408 0.769 8.541  0.324
H 16.332 -0.547 9.263  0.363
H 16.052 -0.625 7.592  0.295
H 19.419 1.830 4.106  0.406
H 17.764 1.184 4.620  0.297
H 18.299 2.802 5.112  0.338
H 21.278 1.139 5.802  0.373
H 20.606 2.913 5.923  0.367
H 20.862 1.806 7.296  0.378
H 20.038 0.551 9.311  0.120
H 20.944 -0.964 9.564  0.308
H 21.448 0.124 8.304  0.413
H 19.706 -2.597 6.557  0.306
H 20.700 -2.801 7.972  0.361
H 21.333 -1.758 6.651  0.335
C 14.981 4.560 -1.001  -0.643
O 15.056 5.968 -0.892  -0.279
C 15.450 6.681 -1.958  0.785
O 15.693 6.309 -3.110  -0.576
O 15.333 7.949 -1.590  -0.308
C 15.513 8.975 -2.589  -0.606
H 15.968 4.164 -1.240  0.297
H 14.406 4.282 -1.884  0.284
H 14.725 4.036 -0.080  0.243
H 15.465 9.873 -1.973  0.207
H 14.706 8.794 -3.299  0.302
H 16.451 8.945 -3.143  0.294
C 19.845 -3.732 -4.190  -0.571
O 20.770 -4.785 -3.908  -0.282
C 20.492 -5.768 -3.003  0.793
O 19.451 -5.812 -2.343  -0.621
O 21.609 -6.488 -2.844  -0.284
C 21.627 -7.676 -2.008  -0.633
H 20.079 -3.190 -5.106  0.248
H 19.853 -3.135 -3.279  0.293
H 18.803 -4.044 -4.273  0.229
H 22.581 -7.819 -1.499  0.244
H 21.623 -8.544 -2.668  0.273
H 20.699 -7.754 -1.442  0.310
C 23.370 -0.033 -6.613  -0.543
O 23.868 0.651 -5.532  -0.315
C 23.200 1.240 -4.533  0.805
O 23.810 1.781 -3.584  -0.588
O 21.890 1.217 -4.668  -0.320
C 21.020 1.928 -3.856  -0.640
H 24.255 -0.289 -7.196  0.247
H 22.757 0.701 -7.136  0.301
H 22.959 -1.027 -6.440  0.207
H 20.031 1.534 -4.088  0.246
H 21.207 3.002 -3.831  0.291
H 21.214 1.473 -2.884  0.312

---

C21H54FO24P5 | ωB97M-V/def2-TZVPD

Results
- SMILES string: O=C1OC[C@@H](F)O1.COP(=O)(OC)OC.COP(=O)(OC)OC.COP(=O)(OC)OC.COP(=O)(OC)OC.COP(=O)(OC)OC.CC(C)=O
- E_HOMO: -9.6784 eV
- Electronic energy: -4445.312225 Eh
- 2S+1: 1

Each line ends with the Mulliken charge.
Atoms and positions in Å:
O 0.528 3.733 1.363  -0.665
C 0.196 2.724 0.747  0.594
O 0.939 2.209 -0.261  0.074
C 0.170 1.286 -0.959  -0.139
C -0.846 0.967 0.031  0.262
F -0.247 0.041 0.807  0.161
O -0.978 2.226 0.735  -0.391
H -0.344 1.761 -1.795  0.004
H 0.798 0.472 -1.320  0.126
H -1.748 0.596 -0.456  -0.096
C -3.006 3.012 -3.108  -0.472
O -1.675 3.361 -2.952  -0.164
P -1.177 4.836 -2.388  0.784
O -1.645 6.013 -3.169  -0.740
O -1.684 4.723 -0.842  -0.109
C -1.509 5.826 0.047  -0.915
O 0.488 4.659 -2.431  -0.126
C 1.075 4.534 -3.706  -0.776
H -3.615 3.867 -2.814  0.438
H -3.282 2.190 -2.447  0.036
H -3.183 2.735 -4.147  0.202
H -2.079 5.851 0.976  0.273
H -1.841 6.693 -0.525  0.385
H -0.456 5.934 0.304  0.330
H 1.643 3.605 -3.674  0.247
H 1.811 5.337 -3.754  0.265
H 0.400 4.642 -4.556  0.371
C -5.487 -5.472 1.344  -0.694
O -4.597 -4.416 1.526  -0.302
P -3.003 -4.709 1.278  0.685
O -2.604 -5.355 0.028  -0.700
O -2.328 -3.197 1.451  -0.057
C -1.032 -3.096 1.955  -0.291
O -2.546 -5.449 2.647  -0.253
C -2.543 -6.856 2.792  -0.733
H -5.972 -5.341 0.377  0.276
H -6.261 -5.462 2.112  0.265
H -5.117 -6.496 1.364  0.291
H -1.041 -2.420 2.810  0.019
H -0.353 -2.689 1.207  -0.016
H -0.576 -4.063 2.167  0.409
H -2.859 -7.409 1.908  0.353
H -3.092 -7.078 3.707  0.263
H -1.516 -7.193 2.926  0.273
C 3.821 3.530 -0.896  -0.495
O 3.772 3.441 0.487  -0.109
P 4.891 2.492 1.266  0.872
O 4.768 2.467 2.732  -0.694
O 4.776 1.037 0.594  -0.227
C 5.341 -0.078 1.263  -0.481
O 6.310 3.024 0.716  -0.316
C 6.847 4.249 1.206  -0.821
H 3.555 4.574 -1.058  0.243
H 3.178 2.778 -1.353  -0.061
H 4.855 3.447 -1.231  0.494
H 6.026 0.242 2.049  0.411
H 5.944 -0.655 0.563  0.292
H 4.595 -0.747 1.692  -0.025
H 7.693 4.079 1.872  0.291
H 6.151 4.794 1.845  0.342
H 7.001 4.932 0.371  0.296
C -3.938 -1.685 -1.670  0.010
O -3.074 -2.145 -2.692  -0.244
P -1.992 -1.214 -3.441  0.726
O -0.830 -0.906 -2.554  -0.401
O -1.540 -2.049 -4.774  -0.419
C -2.513 -2.755 -5.567  -0.644
O -2.862 0.053 -4.025  -0.158
C -4.193 -0.055 -4.420  -0.906
H -3.772 -0.621 -1.502  0.154
H -3.781 -2.379 -0.844  -0.306
H -4.960 -1.878 -1.997  0.292
H -3.542 -2.738 -5.209  0.284
H -2.087 -3.737 -5.775  0.281
H -2.490 -2.297 -6.556  0.284
H -4.134 0.266 -5.461  0.357
H -4.750 0.691 -3.853  0.319
H -4.788 -0.965 -4.344  0.382
C -1.897 0.434 3.420  -0.909
O -0.519 -0.070 3.370  0.636
P 0.266 -0.349 4.762  0.473
O -0.361 -1.406 5.636  -0.735
O 1.726 -0.763 4.169  -0.196
C 2.045 -2.014 3.615  -0.354
O 0.489 1.191 5.383  -0.450
C 1.016 2.232 4.542  -0.346
H -2.262 0.527 4.443  0.479
H -2.592 -0.246 2.928  0.191
H -1.932 1.457 3.044  0.165
H 3.118 -2.196 3.552  0.262
H 1.643 -2.110 2.606  -0.022
H 1.678 -2.903 4.129  0.387
H 0.193 2.850 4.183  0.235
H 1.465 1.850 3.625  0.051
H 1.848 2.762 5.006  0.355
C 2.539 -1.644 -0.501  0.194
C 3.389 -2.830 -0.142  0.664
C 3.739 -3.867 -1.214  -1.354
O 3.880 -2.938 0.988  -0.552
H 1.578 -1.675 0.013  -0.287
H 2.264 -1.631 -1.556  0.432
H 3.050 -0.719 -0.234  -0.139
H 3.876 -4.865 -0.799  0.361
H 4.681 -3.607 -1.697  0.313
H 2.999 -3.792 -2.011  0.372

---

C21H54N2O7 | ωB97M-V/def2-TZVPD

Results
- Energy relative to the best compared isomer or geometry (same formula, charge and spin): 297.3 kcal per mole
- E_HOMO: -8.2754 eV
- Electronic energy: -1468.122903 Eh
- 2S+1: 1

Each line ends with the Mulliken charge.
Atoms and positions in Å:
C -0.151 -1.281 1.742  -1.242
C -1.030 -1.956 0.745  0.557
C -1.737 -0.960 -0.193  -0.974
O -0.348 -2.853 0.019  -0.281
H 0.378 -1.948 2.422  0.296
H -0.723 -0.595 2.367  0.988
H 0.502 -0.623 1.167  -1.150
H -1.797 -2.555 1.236  0.500
H -2.246 -1.511 -0.983  0.433
H -1.144 -0.319 -0.846  0.046
H -2.475 -0.401 0.383  0.581
H 0.247 -2.304 -0.497  -0.660
C 0.680 1.636 1.025  -0.650
C 1.129 1.119 2.378  1.843
C 2.535 0.455 2.454  -1.621
O 1.251 2.245 3.129  -0.583
H 0.582 0.847 0.280  -0.048
H 1.301 2.460 0.672  0.485
H -0.358 1.967 0.975  -0.117
H 0.312 0.508 2.761  -0.674
H 3.338 1.079 2.061  0.195
H 2.481 -0.346 1.717  0.181
H 2.691 0.147 3.488  0.354
H 1.999 2.686 2.719  0.537
C -1.883 1.490 3.678  -1.569
C -2.973 1.373 2.620  0.021
C -2.398 1.367 1.193  -0.277
O -3.371 0.022 2.821  -0.570
H -2.340 1.434 4.667  0.457
H -1.426 2.475 3.588  0.367
H -1.110 0.762 3.431  0.604
H -3.808 2.056 2.769  0.562
H -2.144 2.390 0.913  0.940
H -3.201 1.092 0.509  0.282
H -1.479 0.840 0.937  -0.881
H -4.263 -0.054 2.475  0.320
C -1.285 -4.234 -1.898  -0.008
O -2.253 -3.173 -2.146  -0.239
C -3.521 -3.232 -1.507  -0.622
C -4.320 -2.044 -1.945  -0.849
N -3.737 -0.739 -1.758  -0.052
C -4.662 0.389 -2.202  -1.201
C -3.885 1.736 -2.262  -0.167
O -2.885 1.560 -3.148  -0.354
C -2.125 2.793 -3.280  -0.795
H -1.643 -4.929 -1.139  0.361
H -0.398 -3.697 -1.561  -0.385
H -1.025 -4.755 -2.819  0.318
H -3.575 -3.237 -0.418  0.181
H -4.167 -4.062 -1.794  0.446
H -5.237 -2.057 -1.356  0.371
H -4.603 -2.169 -2.990  0.512
H -2.980 -0.742 -2.427  0.247
H -5.661 0.515 -1.784  0.475
H -4.881 0.178 -3.248  0.496
H -3.530 2.036 -1.276  0.028
H -4.577 2.495 -2.628  0.565
H -2.728 3.477 -3.877  0.321
H -1.155 2.626 -3.749  0.272
H -1.883 3.232 -2.312  0.292
C 6.838 3.695 0.691  -0.664
O 6.494 2.748 -0.314  -0.363
C 5.714 1.669 0.047  0.221
C 4.973 1.165 -1.185  -0.585
N 4.315 -0.098 -0.998  -0.193
C 3.367 -0.297 0.072  -0.921
C 2.679 -1.645 -0.017  -0.480
O 1.999 -1.775 -1.169  -0.455
C 1.432 -3.032 -1.210  -1.046
H 5.973 3.988 1.287  0.255
H 7.362 4.572 0.313  0.264
H 7.557 3.209 1.352  0.297
H 5.022 1.789 0.881  -0.174
H 6.460 0.908 0.276  0.187
H 5.629 1.016 -2.042  0.395
H 4.272 1.948 -1.475  0.284
H 3.925 -0.494 -1.841  0.285
H 2.671 0.541 0.043  0.610
H 3.967 -0.190 0.975  0.521
H 2.038 -1.819 0.848  0.262
H 3.422 -2.439 0.057  0.455
H 0.488 -3.011 -0.666  0.442
H 2.083 -3.888 -1.032  0.342
H 1.014 -3.271 -2.188  0.593

---

- E_HOMO of number 2 (C21H54FO24P5)?
  -9.6784 eV

---

- Among the records above, which one has the lowest electronic energy?
  C21H54FO24P5

---

- Which value of 2S+1 does entry 1 give?
  1